No. 1
{"formula": "C7H11NO2Si", "method": "ωB97M-V with the def2-TZVPD basis set", "elements": ["H", "C", "N", "O", "H", "H", "H", "O", "C", "H", "C", "H", "H", "H", "H", "C", "Si", "C", "H", "H", "C", "C"], "xyz": [[-2.03786, 2.36782, 0.00976], [0.38115, -1.30958, 1.49743], [-3.63884, -0.23073, 0.03607], [-3.90748, -1.37765, -0.16071], [0.54673, 3.01884, 0.08441], [2.93458, 1.05284, 1.10402], [0.37953, -1.53846, -2.59990], [-4.27765, 0.77876, 0.21650], [1.09647, 1.08785, -0.01464], [1.38501, -2.13455, -1.19060], [-1.43569, 0.36461, -0.16862], [-0.63208, -1.43599, 1.79546], [2.80396, 2.17806, -0.18163], [-0.37768, -2.74962, -1.66969], [0.75042, -0.53384, 2.15576], [0.20583, 2.06309, -0.06944], [0.17290, -0.58165, -0.25155], [0.32886, -1.89752, -1.59643], [3.06059, 0.34560, -0.44692], [0.83157, -2.27742, 1.50201], [2.64161, 1.12560, 0.11439], [-1.21193, 1.68397, -0.16567]], "forces_ev_per_a": [[0.102, 0.291, -0.279], [-0.571, 0.598, -1.315], [3.442, 1.856, -0.703], [-0.528, 0.828, 0.370], [0.217, 2.601, 0.283], [0.572, -0.365, 2.108], [0.423, 0.590, -0.628], [-0.112, -1.649, -0.063], [1.283, -2.724, -1.468], [-1.288, -0.738, -1.302], [-1.930, 0.474, -0.252], [-1.012, -0.410, 0.415], [1.076, -0.666, -0.312], [0.588, 0.440, 0.916], [0.660, -0.247, 0.179], [0.030, -1.385, 0.083], [-1.101, -0.275, 1.343], [1.450, 0.237, 1.382], [0.922, -0.591, -1.061], [0.754, -0.433, 0.428], [-3.434, 2.724, -0.889], [-1.542, -1.157, 0.765]], "multiplicity": 1, "de_lowest_kcal_mol": 79.57}



No. 2
{"formula": "C9H12N4", "method": "ωB97M-V with the def2-TZVPD basis set", "elements": ["C", "H", "H", "C", "H", "H", "H", "H", "N", "H", "C", "N", "C", "C", "H", "N", "C", "H", "C", "C", "H", "H", "H", "N", "C"], "xyz": [[1.74317, 0.69787, -0.22412], [-4.50421, 0.13948, -0.42816], [1.03110, -2.21985, 0.78078], [-1.18783, 0.95768, -0.80701], [1.00224, 3.22422, 1.27564], [-3.60469, -1.79093, 0.74854], [-3.08237, 1.88434, -1.45926], [3.36388, -1.22813, 0.82609], [2.65897, -0.05606, -0.84448], [-0.49459, 1.59890, -1.28133], [-0.66032, -0.01157, -0.00765], [0.65316, -0.24204, 0.07523], [1.25147, -1.55200, -0.05028], [-3.48694, 0.06637, -0.31023], [0.42440, 1.79168, 1.62687], [0.85712, 2.33464, 0.89114], [2.71865, -1.35555, -0.12408], [-1.04130, -1.49936, 1.31558], [-1.55325, -0.85966, 0.69059], [-2.62632, 1.04022, -0.86190], [3.50515, 0.41757, -0.83177], [0.87870, -2.12090, -0.99592], [3.16930, -2.22886, -0.59962], [1.88891, 1.90275, 0.08926], [-2.90440, -0.89081, 0.50611]], "forces_ev_per_a": [[-3.048, -1.678, 0.349], [-2.182, 0.071, -0.430], [-0.376, 0.046, 0.175], [-2.871, 0.036, 0.424], [0.670, 1.307, 0.077], [1.663, 1.731, 0.403], [0.591, -1.087, 0.682], [-1.592, -0.139, -0.796], [1.819, -2.168, -1.433], [0.102, 0.903, -0.718], [-3.116, -0.507, 0.260], [4.433, 0.859, 0.888], [-1.793, -2.468, -0.113], [3.459, 1.513, 0.056], [0.522, -1.005, -0.403], [-1.589, 1.170, 0.030], [1.298, 1.107, 0.412], [0.534, -1.796, 1.380], [0.763, 0.572, -0.907], [0.302, 0.787, -1.100], [2.001, 0.906, -0.297], [0.560, 1.117, 1.289], [0.109, 0.560, -0.726], [-0.243, 0.041, 1.111], [-2.013, -1.880, -0.613]], "multiplicity": 1, "smiles": "N/N=C1/NCCN1c1ccccc1", "de_lowest_kcal_mol": 56.28}



No. 3
{"formula": "C33H32BiN6OP2", "method": "ωB97M-V with the def2-TZVPD basis set", "elements": ["H", "H", "H", "C", "N", "C", "Bi", "C", "H", "C", "H", "H", "C", "H", "C", "H", "N", "C", "N", "C", "C", "C", "H", "C", "N", "P", "N", "C", "H", "H", "H", "H", "C", "P", "H", "C", "H", "H", "C", "C", "H", "C", "N", "C", "H", "H", "H", "C", "H", "H", "C", "O", "H", "H", "C", "C", "C", "C", "C", "C", "H", "C", "H", "C", "C", "C", "C", "H", "H", "C", "H", "C", "H", "H", "H"], "xyz": [[2.82221, -0.08266, 2.01536], [4.27631, 4.91881, 1.15854], [-2.64542, -0.15932, 0.77588], [-2.92701, 2.40339, -3.35709], [4.98444, 4.02822, -0.56051], [-3.53853, -2.15295, -1.28826], [0.56568, 1.37573, -0.89185], [3.29394, 1.41737, -2.57883], [-3.29898, 3.41128, -3.22875], [-2.04138, -0.20995, -3.69676], [2.56932, -3.08221, -0.76832], [-2.50234, 0.06048, -5.76987], [0.06698, -0.79800, 2.46267], [-0.42138, -3.51113, -1.04935], [0.71849, -0.54145, 3.67209], [-2.56307, 2.11392, -1.26000], [2.69919, 2.48739, -0.52681], [-0.08623, -2.10662, 2.01302], [4.09269, 1.06359, -3.55004], [-1.48895, 1.62598, 2.64103], [-1.50321, -3.45444, -1.08224], [-3.14276, 3.11135, 4.28078], [3.73788, -0.20144, -5.10885], [2.92252, 3.40308, 0.41998], [2.06299, 0.82006, -2.66605], [-1.27220, -0.62971, -1.11151], [-1.74057, 0.09843, 0.38813], [3.50190, -0.37788, 1.21247], [-3.27886, 2.38921, -5.47080], [1.40306, -3.72539, 4.58819], [4.32753, -0.93281, 1.64915], [-0.54628, 3.50124, 2.14441], [-3.28054, 1.72803, 4.23194], [-0.53550, 0.60959, 1.49930], [1.34985, -0.55173, -4.15165], [-2.48117, 0.51791, -4.78967], [2.18158, 3.50993, 1.20266], [-1.71996, -1.23980, -3.81786], [-2.45289, 0.97615, 3.41716], [-4.28110, -3.32068, -1.24057], [-2.03355, 4.81944, 3.61523], [1.03865, -2.90593, 3.98325], [3.35104, 0.22418, -4.27581], [-2.91972, 1.82812, -4.61870], [5.48747, 3.04475, -2.30985], [0.25129, -4.18006, 2.45013], [3.88610, 0.53246, 0.74870], [0.39339, -3.15830, 2.77915], [-2.53151, -0.10551, 3.39639], [-1.76613, -5.57465, -0.94481], [4.75749, 3.14255, -1.51452], [1.84677, -0.70078, -0.48911], [2.91378, -3.14172, 0.97570], [-4.02371, 1.23195, 4.84155], [3.12041, -2.61047, 0.04159], [-3.64393, -4.54833, -1.09815], [1.20010, -1.59818, 4.42682], [-2.15718, 3.74768, 3.53934], [-2.25916, -4.61596, -1.03257], [-2.48851, 1.67995, -2.25359], [-0.59145, -2.30446, 1.07821], [-1.32560, 3.00689, 2.71402], [4.19632, -2.69921, -0.12459], [-2.14680, -2.22507, -1.18739], [2.13496, 0.07060, -3.75347], [4.07818, 4.17538, 0.39635], [-2.05488, 0.36236, -2.42017], [-4.23137, -5.45510, -1.04771], [-3.80140, 3.69079, 4.91343], [3.60145, 2.35957, -1.51438], [-5.35845, -3.27167, -1.32302], [2.75142, -1.18333, 0.20858], [1.70003, -1.40799, 5.36730], [0.83298, 0.47500, 4.03335], [-4.03672, -1.19792, -1.40836]], "forces_ev_per_a": [[-0.061, -0.013, 0.003], [-0.050, -0.019, 0.024], [-0.093, 0.171, -0.030], [-0.023, 0.081, -0.057], [0.136, 0.134, 0.028], [-0.008, 0.055, 0.023], [0.198, -0.327, -0.263], [-0.282, -0.367, -0.332], [0.009, -0.006, 0.023], [-0.007, -0.016, -0.004], [0.008, 0.039, -0.001], [0.006, 0.014, -0.004], [-0.010, 0.225, -0.174], [0.003, 0.008, 0.042], [-0.034, 0.059, -0.014], [0.007, -0.004, -0.020], [0.146, -0.001, -0.206], [0.063, 0.077, -0.034], [0.261, 0.258, 0.174], [0.422, 0.054, -0.211], [0.100, -0.008, 0.006], [0.026, -0.050, -0.004], [0.014, 0.009, -0.025], [0.012, -0.035, 0.082], [0.115, 0.185, -0.047], [-1.224, 0.426, 0.247], [0.448, -0.448, -0.200], [0.044, 0.143, 0.059], [0.005, 0.017, 0.009], [-0.004, -0.016, -0.018], [-0.007, -0.021, -0.009], [-0.040, 0.039, -0.033], [-0.033, -0.070, 0.017], [-0.722, -0.535, 0.504], [0.068, -0.014, -0.085], [0.029, -0.009, 0.040], [0.015, 0.011, 0.016], [-0.054, 0.003, -0.078], [0.096, 0.013, -0.012], [-0.022, 0.007, 0.016], [-0.008, 0.000, -0.033], [-0.045, 0.065, -0.019], [-0.294, -0.202, -0.050], [-0.025, -0.034, 0.013], [0.006, -0.007, 0.018], [-0.016, 0.022, -0.024], [0.003, -0.047, 0.014], [0.017, -0.108, 0.023], [-0.076, 0.013, 0.049], [-0.007, -0.003, -0.018], [-0.198, -0.172, -0.051], [0.084, 0.300, 0.252], [0.025, 0.066, 0.065], [-0.025, 0.025, -0.016], [-0.111, -0.157, -0.112], [0.006, 0.047, -0.015], [0.110, -0.006, 0.049], [0.000, 0.096, 0.035], [0.054, -0.037, 0.005], [-0.026, -0.068, 0.174], [-0.077, -0.092, 0.013], [-0.006, -0.046, -0.038], [0.007, 0.027, 0.001], [0.543, 0.206, -0.044], [0.078, 0.040, -0.040], [-0.048, -0.095, -0.025], [0.168, -0.193, 0.046], [0.005, -0.007, -0.032], [0.031, 0.014, 0.021], [0.320, 0.347, 0.240], [-0.001, -0.005, 0.025], [0.058, -0.053, 0.009], [-0.033, 0.026, 0.005], [-0.040, -0.010, 0.032], [-0.036, -0.021, -0.025]], "total_energy_ev": -70121.428, "multiplicity": 1, "total_charge": 3}



No. 4
{"formula": "C2H3N2S2", "method": "ωB97M-V with the def2-TZVPD basis set", "elements": ["N", "S", "C", "S", "H", "H", "C", "N", "H"], "xyz": [[1.57552, -0.65053, -0.06320], [2.22479, 1.68492, -0.00124], [0.87134, 0.49782, 0.02686], [4.27280, -0.66944, 0.00744], [-0.97028, -0.17450, 0.23445], [1.17909, -1.51268, 0.25678], [2.83409, -0.07900, 0.01023], [-0.42866, 0.64904, -0.01664], [-0.86465, 1.54354, 0.13570]], "forces_ev_per_a": [[-1.810, 1.673, 0.559], [-1.329, -2.066, 0.064], [0.159, 1.708, -0.953], [0.672, -0.365, 0.114], [-0.309, 0.256, -0.369], [0.564, -0.976, -0.042], [1.560, 0.431, -0.165], [0.475, -0.879, 0.849], [0.018, 0.218, -0.056]], "multiplicity": 1, "total_charge": 1, "de_lowest_kcal_mol": 7.81}